1.
C11H17F5IN9O3SbSe4TcTe | wB97M-V/def2-TZVPD

Results
Total charge ... +2
E_HOMO ... -13.90 eV
Kohn-Sham gap ... 5.23 eV
Lowest unoccupied orbital energy ... -8.676 eV
Energy above the lowest of the compared OMol25 structures with the same formula, charge and spin ... 44.67 kJ/mol

Atoms and positions in Å:
Tc 1.5348 -0.6561 -1.3219
N 0.9026 1.4596 -1.0142
C 1.2497 2.0039 0.3219
C 0.0631 2.7721 0.9066
C 0.3023 3.5679 2.1922
C -0.9343 3.3992 3.0766
N -1.0115 2.0193 3.5609
C -1.9773 1.1253 3.3235
N -1.7865 -0.1396 3.7089
N -3.1141 1.4330 2.7193
C 1.6966 0.8126 1.1454
O 1.6455 0.6623 2.3171
O 2.2306 -0.1870 0.3307
H 1.3367 2.0236 -1.7440
H -0.1118 1.6080 -1.1600
H 2.1347 2.6433 0.2422
H -0.7259 2.0420 1.0687
H -0.3073 3.4311 0.1195
H 0.4472 4.6280 1.9834
H 1.1920 3.2362 2.7299
H -1.8143 3.6156 2.4746
H -0.9369 4.0824 3.9241
H -0.1423 1.6396 3.9044
H -0.9283 -0.4247 4.1454
H -2.5141 -0.8260 3.5724
H -3.3573 2.3791 2.4947
H -3.7536 0.6964 2.4373
Se -0.7728 -2.2831 -6.8803
Sb 0.5684 -4.3525 -6.1217
Se -1.4344 -1.2846 -4.8978
Se 0.0990 0.2967 -4.5060
Se 0.9022 -3.9347 -3.8617
N -3.3869 -1.5957 2.1100
C -2.6321 -1.9784 1.3294
N -1.7409 -2.5074 0.5129
C -0.8044 -2.0383 -0.1048
N 0.2167 -1.8909 -0.7424
F -3.3674 1.0517 -3.3426
Te -2.4773 0.4076 -1.8054
F -3.6458 -1.1238 -1.6940
F -3.7487 1.2437 -0.7664
F -1.5393 2.1790 -1.7478
F -1.5050 0.2309 0.0791
O 1.1221 -0.3553 -2.9688
I 6.3677 -4.3445 -2.0623
C 4.4997 -3.6397 -1.5838
C 3.4642 -4.3415 -0.9706
N 2.4286 -3.5185 -0.8503
N 2.7118 -2.3059 -1.3684
C 3.9860 -2.3749 -1.8057
H 3.4147 -5.3636 -0.6314
H 1.4948 -3.7013 -0.5118
H 4.4584 -1.5221 -2.2672

---

2.
C33H46N6OS4Si2TeTi | wB97M-V/def2-TZVPD

Results
Total charge ... +1
E_HOMO (spin up / spin down) ... -9.56 / -9.57 eV
Kohn-Sham gap (spin up / spin down) ... 6.49 / 6.44 eV
Lowest unoccupied orbital energy (spin up / spin down) ... -3.067 / -3.130 eV
<S²> ... 0.7562
Energy above the lowest of the compared OMol25 structures with the same formula, charge and spin ... 31.82 kJ/mol
Multiplicity ... 2

Atoms and positions in Å:
Ti 0.9633 0.0719 0.3896
O 0.2221 -1.2454 1.6812
N 0.5967 -1.3872 2.9586
C 0.3081 -2.5658 3.5555
C 0.6247 -2.7748 4.8655
C 1.2483 -1.7386 5.5756
C 1.5212 -0.5510 4.9522
C 1.1895 -0.3454 3.5981
S 1.4858 1.0694 2.7104
H -0.1783 -3.2826 2.9115
H 0.3872 -3.7209 5.3272
H 1.5159 -1.8780 6.6142
H 2.0004 0.2646 5.4735
N 0.3262 -1.7284 -3.5083
C -0.9499 -1.4175 -4.0416
C -1.5728 -2.2598 -4.9443
C -2.8301 -1.9231 -5.4291
C -3.4640 -0.7710 -4.9891
C -2.8432 0.0544 -4.0604
C -1.5742 -0.2634 -3.6040
S -0.6773 0.8351 -2.5618
N 0.2413 -0.3027 -1.6358
C 0.6839 -1.3518 -2.2553
C 1.6403 -2.2086 -1.5169
C 2.2490 -3.3414 -2.0354
C 3.1419 -4.0376 -1.2404
C 3.3761 -3.5914 0.0493
C 2.7269 -2.4542 0.4889
N 1.8840 -1.7667 -0.2797
H 0.7359 -2.5786 -3.8546
H -1.0806 -3.1677 -5.2731
H -3.3147 -2.5698 -6.1475
H -4.4442 -0.5122 -5.3653
H -3.3329 0.9529 -3.7072
H 2.0644 -3.6836 -3.0434
H 3.6492 -4.9116 -1.6247
H 4.0694 -4.0988 0.7043
H 2.9090 -2.0456 1.4744
C 4.3492 4.2063 -1.2716
N 2.9885 3.7051 -1.2844
C 2.2798 3.4561 -0.1979
N 2.7524 3.8453 0.9881
S 0.7332 2.7218 -0.3291
H 4.6931 4.3072 -2.2963
H 5.0089 3.5058 -0.7521
H 4.3954 5.1870 -0.7956
H 2.5925 3.3604 -2.1425
H 3.7344 4.0394 1.1073
H 2.2541 3.5264 1.8032
S 3.4150 0.6691 0.1978
C 4.3978 -0.2063 -0.9819
C 4.1236 -0.1648 -2.3506
C 4.9289 -0.8350 -3.2609
C 6.0310 -1.5555 -2.8223
C 6.3230 -1.5926 -1.4644
C 5.5149 -0.9295 -0.5543
H 3.2759 0.4170 -2.6993
H 4.7034 -0.7812 -4.3195
H 6.6671 -2.0677 -3.5322
H 7.1883 -2.1403 -1.1124
H 5.7416 -0.9619 0.5045
C -5.0822 -2.5520 1.0038
Si -3.7787 -1.4854 0.1927
C -4.5773 -0.3667 -1.0812
C -2.4400 -2.5094 -0.6380
C -2.9130 -0.4982 1.5533
Te -1.7841 1.1466 0.8081
C -1.7904 2.2853 2.6075
Si -3.0989 3.6459 2.5677
C -4.7805 2.8634 2.3002
C -2.6826 4.8262 1.1793
C -3.0443 4.5261 4.2192
H -5.5908 -3.1965 0.2841
H -5.8377 -1.9176 1.4729
H -4.6538 -3.1901 1.7796
H -4.8181 -0.9370 -1.9816
H -3.9204 0.4568 -1.3689
H -5.5060 0.0668 -0.7029
H -2.7939 -2.9675 -1.5646
H -2.0792 -3.3047 0.0185
H -1.5853 -1.8718 -0.8835
H -2.2020 -1.1489 2.0671
H -3.6152 -0.0974 2.2864
H -0.7866 2.6977 2.7181
H -1.9425 1.5735 3.4216
H -4.7816 2.2255 1.4123
H -5.5506 3.6243 2.1582
H -5.0729 2.2544 3.1592
H -2.6701 4.3178 0.2126
H -1.6967 5.2727 1.3286
H -3.4135 5.6356 1.1246
H -3.3518 3.8640 5.0314
H -3.7124 5.3902 4.2257
H -2.0373 4.8851 4.4422

---

3.
C17H46B2CuN2O13V2 | wB97M-V/def2-TZVPD

Results
Total charge ... -1
E_HOMO (spin up / spin down) ... -5.93 / -5.93 eV
Kohn-Sham gap (spin up / spin down) ... 8.04 / 8.04 eV
Lowest unoccupied orbital energy (spin up / spin down) ... 2.106 / 2.112 eV
<S²> ... 2.0556
Energy above the lowest of the compared OMol25 structures with the same formula, charge and spin ... 0.00 kJ/mol
Multiplicity ... 3

Atoms and positions in Å:
O 3.2408 2.2301 -1.6671
V 1.8406 1.4884 -1.9071
O -1.9618 3.9662 -0.4379
V -1.5230 2.5948 -1.0868
Cu -0.1815 -1.1754 0.6516
C -0.0898 2.6909 -3.3943
O -0.9079 3.5618 -2.9831
O 1.1625 2.7962 -3.4931
O -0.2871 1.6108 -2.7329
C 0.5220 1.5224 0.4839
O 1.3689 0.6551 0.0873
O -0.7245 1.2739 0.4458
O 0.6893 2.5662 -0.2097
B -3.6685 1.7583 -1.1928
H -3.3741 1.7564 -0.1177
H -3.7504 2.8149 -1.5326
H -2.8908 1.2194 -1.7953
H -4.6521 1.2025 -1.3642
B 2.7404 -0.3570 -2.9157
H 3.1830 -1.3493 -3.2581
H 1.7446 -0.1632 -3.3918
H 2.6469 -0.3137 -1.8084
H 3.4073 0.4873 -3.1796
C -5.0793 1.0000 1.9088
O -4.1167 0.2486 2.6281
C -2.8246 0.7942 2.4892
C -1.7899 -0.0952 3.1174
N -1.7594 -1.4305 2.4929
C -1.1300 -2.4618 3.3414
C 0.2813 -2.0781 3.6557
O 0.9911 -2.0301 2.4375
C 2.3309 -1.5877 2.6054
H -5.0598 2.0392 2.2482
H -6.0714 0.6055 2.1290
H -4.9589 0.9647 0.8242
H -2.7927 1.7904 2.9445
H -2.6065 0.8745 1.4195
H -1.9365 -0.1261 4.2060
H -0.8106 0.3566 2.9436
H -2.7375 -1.6426 2.3269
H -1.1549 -3.3176 2.6599
H -1.7568 -2.7318 4.1962
H 0.7792 -2.7863 4.3275
H 0.3370 -1.1406 4.2209
H 2.8444 -1.9871 3.4823
H 2.2740 -0.4955 2.6144
H 2.9669 -1.8219 1.7532
C 3.9145 -6.1926 -2.0259
O 3.2005 -5.4276 -1.1006
C 2.5499 -4.3086 -1.6600
C 1.8447 -3.5848 -0.5118
N 1.0779 -2.4398 -1.0132
C -0.0614 -2.6886 -1.8996
C -1.3478 -3.1589 -1.2227
O -1.9142 -2.1475 -0.4093
C -3.3194 -2.1260 -0.4358
H 3.2603 -6.6416 -2.7822
H 4.4775 -6.9291 -1.4538
H 4.6441 -5.5892 -2.5816
H 1.8838 -4.6459 -2.4586
H 3.2655 -3.5495 -1.9859
H 2.6383 -3.1237 0.0795
H 1.2875 -4.2164 0.1815
H 1.6818 -1.7179 -1.3689
H 0.1381 -3.4102 -2.6973
H -0.2530 -1.6936 -2.3080
H -1.1935 -4.0179 -0.5614
H -2.0437 -3.3567 -2.0424
H -3.7980 -3.1040 -0.3235
H -3.6650 -1.5944 -1.3252
H -3.6962 -1.5675 0.4238
C 0.6085 5.8623 0.7367
C 1.7417 5.6885 -0.2547
C 2.6789 6.8616 -0.3273
O 2.5214 4.5922 0.2309
H 0.9423 6.2041 1.7197
H 0.0049 4.9763 0.9320
H -0.1170 6.5836 0.3402
H 1.3035 5.4142 -1.2203
H 2.2972 7.8271 -0.6596
H 3.4870 6.5421 -0.9951
H 3.2693 7.0853 0.5664
H 1.9362 3.8172 0.2412

---

What max |F| values result from the calculations? In sequence: 0.6, 1.9, 8.5 eV/A.